Entry from the Open Molecules 2025 dataset: 13 unconnected molecules or ions with the total composition C43H105N4O36P5 at a distorted geometry (ωB97M-V with the def2-TZVPD basis set).

## Properties
**Strongest force on any atom**: 0.0955 Eh/bohr
**E_LUMO**: -0.28 eV
**Spin multiplicity**: 1
**HOMO-LUMO gap**: 8.6 eV
**Electronic energy**: -172418.3306 eV

Positions of all 193 atoms, in Å:
C 0.1776 1.5517 0.8937
C -0.6129 0.2897 0.6263
O -1.7257 0.0289 1.0696
N -0.0153 -0.6632 -0.1184
C 1.2733 -0.6023 -0.8287
H -0.4052 2.0899 1.6412
H 0.3553 2.3049 0.1261
H 1.1239 1.2728 1.3573
H -0.6008 -1.4837 -0.1813
H 1.0370 -0.4053 -1.8744
H 1.7525 -1.5798 -0.7755
H 1.9377 0.1946 -0.4948
C 4.9500 0.8776 0.8941
C 5.2309 0.3961 -0.5199
O 6.0239 -0.4857 -0.7587
N 4.6547 1.1665 -1.4410
C 4.6933 0.8706 -2.8561
H 5.7795 1.4406 1.3219
H 5.0113 -0.0742 1.4218
H 3.9966 1.4055 0.9163
H 4.1408 2.0001 -1.1941
H 5.6494 1.1301 -3.3106
H 3.9066 1.3800 -3.4125
H 4.5997 -0.2007 -3.0342
C 2.8920 5.1279 -2.6756
C 2.6614 4.3950 -1.3926
O 2.7438 3.1734 -1.3572
N 2.4233 5.0855 -0.3187
C 2.2361 4.5028 1.0363
H 1.9741 5.0390 -3.2567
H 3.6255 4.6327 -3.3119
H 3.1625 6.1748 -2.5380
H 2.5194 6.0908 -0.3362
H 2.5930 5.3136 1.6714
H 2.9062 3.6477 1.1243
H 1.1932 4.2401 1.2131
C 3.0476 -2.6124 -5.8626
C 3.9315 -1.3931 -6.0651
O 5.1312 -1.5899 -6.0651
N 3.3044 -0.2730 -6.2633
C 4.0028 1.0030 -6.4500
H 3.5344 -3.3070 -5.1781
H 2.9072 -3.1162 -6.8190
H 2.0588 -2.3285 -5.5025
H 2.2976 -0.2076 -6.2162
H 4.6882 1.1913 -5.6236
H 3.2004 1.7348 -6.3564
H 4.5690 1.1875 -7.3629
C -1.0841 5.6675 -0.5436
O -1.5977 4.7308 -1.4782
P -3.1594 4.4248 -1.6687
O -4.0653 4.3872 -0.4572
O -3.5544 5.5286 -2.8250
C -3.2365 6.9013 -2.7703
O -3.2156 3.0582 -2.5733
C -2.6241 1.8558 -2.0533
H -1.0895 6.7209 -0.8233
H -0.0888 5.4926 -0.1350
H -1.6819 5.5875 0.3644
H -2.3585 7.1191 -3.3784
H -3.0745 7.2453 -1.7488
H -4.0269 7.4994 -3.2238
H -3.0970 0.9507 -2.4346
H -2.5608 1.7914 -0.9670
H -1.6093 1.8473 -2.4508
C 3.4563 -6.5721 0.2266
O 2.8096 -5.5696 -0.4905
P 3.3939 -5.0423 -1.9025
O 3.6799 -6.0359 -2.9734
O 2.3711 -3.8779 -2.3166
C 1.1481 -4.2731 -2.8789
O 4.6552 -4.1943 -1.4615
C 5.2918 -3.3109 -2.3227
H 3.8832 -7.3190 -0.4428
H 2.7583 -7.1584 0.8243
H 4.1705 -6.0718 0.8805
H 0.9548 -5.3454 -2.8504
H 1.0619 -3.7950 -3.8546
H 0.3463 -3.7604 -2.3474
H 6.3678 -3.4771 -2.3749
H 5.2553 -2.2795 -1.9719
H 4.8996 -3.3236 -3.3396
C 2.6333 0.7539 4.2695
O 3.2356 -0.1069 3.3186
P 3.4860 -1.6912 3.6909
O 2.2268 -2.4560 3.9400
O 4.4420 -2.1615 2.4825
C 4.0293 -3.1970 1.5931
O 4.5034 -1.5664 4.9875
C 4.8485 -2.7604 5.6707
H 1.7755 0.2128 4.6689
H 2.3056 1.7024 3.8439
H 3.2607 0.9259 5.1441
H 3.0954 -3.6989 1.8459
H 4.8104 -3.9572 1.5824
H 4.0103 -2.7674 0.5915
H 5.9194 -2.9567 5.6184
H 4.3631 -3.6574 5.2860
H 4.4905 -2.6534 6.6947
C -0.5009 -2.7949 2.3230
O -1.6253 -2.8062 1.4475
P -2.9573 -3.6456 1.7650
O -2.7028 -4.9334 2.5257
O -3.9930 -2.5934 2.5021
C -3.6415 -2.2664 3.8417
O -3.5418 -3.8791 0.2786
C -4.0599 -2.8883 -0.5713
H -0.2252 -1.8648 2.8199
H 0.4320 -3.1233 1.8648
H -0.6242 -3.5802 3.0688
H -2.5966 -2.2275 4.1496
H -4.2343 -2.7470 4.6199
H -3.9008 -1.2082 3.8765
H -4.0211 -1.8515 -0.2372
H -5.0528 -3.0451 -0.9928
H -3.4185 -2.8479 -1.4517
C -1.5772 -1.7826 -4.5283
O -1.3186 -0.3963 -4.3312
P -0.5114 0.4471 -5.5264
O 0.6645 -0.2536 -6.1526
O -1.7959 0.7229 -6.4948
C -2.3038 -0.2559 -7.3576
O -0.1750 1.9379 -4.8565
C 1.1200 2.2988 -4.4112
H -1.4640 -2.3616 -3.6118
H -0.9925 -2.2249 -5.3349
H -2.5686 -2.0105 -4.9199
H -3.2766 -0.5304 -6.9498
H -1.7930 -1.2166 -7.2914
H -2.3284 -0.0575 -8.4291
H 1.1940 2.7179 -3.4077
H 1.4246 3.0478 -5.1421
H 1.8422 1.4859 -4.4871
C -1.2474 0.2633 5.7834
C -0.9085 -0.1362 7.2161
O 0.4683 0.1975 7.4633
C 0.9823 1.4657 7.6478
O 2.1879 1.6452 7.8652
O 0.0459 2.3874 7.6134
C 0.3183 3.7458 7.9622
H -2.2489 -0.1107 5.5707
H -0.5581 -0.2358 5.1023
H -1.1269 1.3188 5.5397
H -1.0417 -1.2180 7.2230
H -1.6166 0.2912 7.9259
H 1.3207 4.0046 8.3034
H -0.3971 4.0269 8.7351
H 0.2260 4.3008 7.0286
C -4.1396 -5.2584 -3.4033
C -2.6664 -5.2397 -3.5576
O -2.0135 -4.9519 -2.3172
C -1.7030 -5.9946 -1.5292
O -2.0523 -7.2003 -1.7200
O -0.9061 -5.5409 -0.4800
C -0.4849 -6.3834 0.6065
H -4.5267 -5.8835 -2.5986
H -4.6694 -5.5188 -4.3196
H -4.4955 -4.2938 -3.0414
H -2.4816 -4.3840 -4.2070
H -2.2637 -6.0885 -4.1102
H 0.0510 -5.8636 1.4007
H 0.1759 -7.1958 0.3041
H -1.3813 -6.8322 1.0344
C 2.0930 7.4935 4.0300
C 1.5519 6.0196 4.3161
O 0.1509 5.8572 4.0983
C -0.3535 4.6984 3.8558
O 0.2210 3.6356 4.0134
O -1.5415 4.8251 3.2020
C -2.2134 3.7130 2.6994
H 1.9600 7.7029 2.9686
H 3.1740 7.5119 4.1685
H 1.6413 8.2486 4.6733
H 1.8040 5.6422 5.3071
H 2.0960 5.3924 3.6099
H -2.3939 3.6187 1.6286
H -3.1856 3.6593 3.1893
H -1.7698 2.7973 3.0903
C -10.7494 0.0470 1.6393
C -9.5324 -0.5949 0.9959
O -8.3210 0.1257 1.3185
C -7.1394 -0.0923 0.7247
O -6.8347 -1.0932 -0.0100
O -6.3565 0.9335 1.0222
C -4.9433 0.7684 0.8339
H -11.6135 -0.5109 1.2785
H -10.8643 1.1152 1.4553
H -10.6738 -0.1095 2.7153
H -9.6693 -0.5658 -0.0851
H -9.4868 -1.6229 1.3555
H -4.5496 -0.2456 0.9050
H -4.3744 1.3801 1.5341
H -4.8021 1.0833 -0.2000

***

Entry from the Open Molecules 2025 dataset: a molecular structure, C29H18ClCoF3N4O3S2 (ωB97M-V with the def2-TZVPD basis set).

## Properties
**Strongest force on any atom**: 0.0131 Eh/bohr
**E_LUMO (spin up / spin down)**: -3.54 / -5.58 eV
**Spin multiplicity**: 5
**Total charge**: +1
**⟨S²⟩**: 6.10
**HOMO-LUMO gap (spin up / spin down)**: 7.3 / 5.2 eV
**Electronic energy**: -122432.2270 eV

Positions of all 61 atoms, in Å:
Co 1.4718 -0.7416 -0.4591
Cl 2.0553 -6.3928 3.9479
C 1.6285 -5.0590 2.9192
C 0.3050 -4.5784 2.9175
C -0.0724 -3.5328 2.1142
C 0.8575 -2.9013 1.2736
O 0.4521 -1.9169 0.5143
C 2.1996 -3.3812 1.2868
C 3.2212 -2.8077 0.4961
N 3.0692 -1.7816 -0.2973
C 4.1587 -1.1507 -0.9656
C 5.4507 -1.5790 -1.1356
C 6.3970 -0.6892 -1.6736
C 6.0860 0.6372 -2.0148
C 4.7888 1.0810 -1.9284
C 4.3184 2.4512 -2.1517
C 3.0201 2.7558 -2.0787
C 1.9833 1.6856 -1.9085
N 2.5292 0.4305 -1.4362
C 3.8111 0.1479 -1.4812
C 2.5547 -4.4755 2.1257
H -0.4243 -5.0464 3.5699
H -1.0941 -3.1638 2.1279
H 4.2128 -3.2496 0.5843
H 5.7555 -2.5844 -0.8703
H 7.4177 -1.0324 -1.7923
H 6.8682 1.3111 -2.3460
H 5.0543 3.2237 -2.3474
H 2.6773 3.7758 -2.2316
H 1.5207 1.5075 -2.8937
H 3.5764 -4.8440 2.1299
O -5.6156 -2.4572 2.4414
S -5.2458 -1.2507 3.1076
O -5.7596 -0.9281 4.3961
N -3.5656 -1.1682 3.1707
C -3.1514 -0.2189 2.4206
S -1.4404 -0.0109 2.2142
C -4.1741 0.5985 1.7001
C -4.0121 1.6633 0.8312
C -5.1536 2.2327 0.2729
C -6.4188 1.7433 0.5926
C -6.5757 0.6786 1.4747
C -5.4309 0.1249 2.0102
H -3.0214 2.0516 0.6029
H -5.0604 3.0661 -0.4136
H -7.2960 2.1974 0.1451
H -7.5581 0.2973 1.7272
F -3.1045 4.2186 -1.3830
C -2.2915 3.8203 -2.3753
F -3.0545 3.3767 -3.3771
F -1.6061 4.8824 -2.7986
C -1.3737 2.7289 -1.8792
C -1.8604 1.4046 -1.8168
C -1.0502 0.4090 -1.2164
N 0.1397 0.6296 -0.7615
C 0.7766 1.9528 -0.9391
C -0.1327 3.0204 -1.4340
H -2.8469 1.1538 -2.1883
H -1.4248 -0.6033 -1.0908
H 1.2180 2.2496 0.0187
H 0.2401 4.0381 -1.4478

***

Entry from the Open Molecules 2025 dataset: C4H5ClOS in the gas phase at a distorted geometry (ωB97M-V with the def2-TZVPD basis set).

## Properties
**Strongest force on any atom**: 0.1088 Eh/bohr
**E_LUMO**: -0.81 eV
**Spin multiplicity**: 1
**SMILES string**: S=C1CO[C@@H]1CCl
**HOMO-LUMO gap**: 8.2 eV
**Electronic energy**: -29629.3532 eV
**Energy above the lowest of the compared OMol25 structures with the same formula, charge and spin**: 100.4 kcal/mol

Positions of all 12 atoms, in Å:
S 1.6913 -0.6891 -1.7053
C 0.3225 -0.1909 -0.8037
C -0.7861 0.7164 -1.0836
O -1.6765 -0.4496 -0.4700
C -0.5067 -1.1206 0.1870
C -0.1939 -0.5512 1.5904
Cl -0.2643 1.3353 1.7640
H -0.9388 1.0325 -2.3347
H -0.8079 1.6994 -0.2089
H -0.7430 -2.2113 0.0615
H -0.6341 -0.8924 2.5737
H 0.9544 -0.8282 1.6253

***

Entry from the Open Molecules 2025 dataset: a molecular structure, C41H52As3N4O4S5Ti at a distorted geometry (ωB97M-V with the def2-TZVPD basis set).

## Properties
**Strongest force on any atom**: 0.0444 Eh/bohr
**E_LUMO**: -3.59 eV
**Spin multiplicity**: 1
**Total charge**: +1
**HOMO-LUMO gap**: 5.9 eV
**Electronic energy**: -317315.7644 eV
**Energy above the lowest of the compared OMol25 structures with the same formula, charge and spin**: 13.8 kcal/mol

Positions of all 110 atoms, in Å:
Ti 0.2086 -0.0919 0.7020
O -1.2228 -0.6909 -0.2280
C -2.5177 -0.9583 -0.0701
C -3.1592 -1.8115 -0.9613
C -4.5153 -2.0502 -0.8350
C -5.2596 -1.4361 0.1763
C -4.6215 -0.5988 1.0636
C -3.2446 -0.3612 0.9659
C -2.6150 0.5678 1.8764
N -1.3550 0.8008 1.8907
N -0.9204 1.7872 2.7753
C 0.2862 2.0974 2.4432
O 0.8550 1.4871 1.4096
C 1.0233 3.1708 3.1179
C 0.3321 4.1840 3.7808
C 1.0341 5.2383 4.3423
C 2.4212 5.2761 4.2530
C 3.1096 4.2517 3.6149
C 2.4126 3.1983 3.0437
H -2.5741 -2.2759 -1.7481
H -5.0065 -2.7162 -1.5351
H -6.3250 -1.6105 0.2550
H -5.1788 -0.1081 1.8561
H -3.2324 1.1216 2.5784
H -0.7494 4.1366 3.8413
H 0.5000 6.0348 4.8450
H 2.9665 6.1050 4.6883
H 4.1906 4.2720 3.5603
H 2.9376 2.3731 2.5753
O -2.5024 -6.2290 2.6462
C -2.5775 -5.1479 3.5537
C -1.7674 -4.0032 3.0203
C -1.6906 -2.8051 3.7138
C -0.9940 -1.7605 3.1597
N -0.3219 -1.8487 2.0059
C -0.3181 -3.0354 1.3717
C -1.0657 -4.1066 1.8300
C 0.5605 -3.1681 0.1838
C 0.9656 -4.4172 -0.2480
C 1.8904 -4.5338 -1.2699
C 2.3379 -5.9013 -1.7280
O 1.2873 -6.5904 -2.3980
C 2.3429 -3.3654 -1.8550
C 1.8827 -2.1539 -1.3817
N 1.0222 -2.0327 -0.3683
H -2.9417 -6.9946 3.0248
H -2.1865 -5.4174 4.5394
H -3.6081 -4.8103 3.6905
H -2.1872 -2.6717 4.6682
H -0.9579 -0.8106 3.6661
H -1.1212 -5.0277 1.2696
H 0.6077 -5.3120 0.2431
H 2.5864 -6.5057 -0.8599
H 3.2310 -5.8177 -2.3486
H 1.1677 -6.2142 -3.2752
H 3.0602 -3.3882 -2.6693
H 2.2189 -1.2472 -1.8417
C -1.3077 4.2341 -1.3530
As -1.4203 2.2787 -1.2833
C -3.3790 2.2329 -1.2949
C -1.2415 1.9413 -3.2305
C -0.0348 1.1314 -3.7431
C -0.2562 -0.3574 -3.4638
C 1.2925 1.6034 -3.1249
As 1.7475 1.1974 -1.2360
C 2.0056 3.0289 -0.6200
C 3.6532 0.8570 -1.4634
C 0.0774 1.2852 -5.2769
As 0.1385 2.9946 -6.2859
C 0.6785 4.3748 -4.9971
C -1.7775 3.4213 -6.3220
H -2.0871 4.6160 -2.0110
H -0.3348 4.5626 -1.7154
H -1.4567 4.6414 -0.3522
H -3.7367 2.8468 -2.1187
H -3.7674 2.6306 -0.3585
H -3.7434 1.2142 -1.4230
H -1.2494 2.9243 -3.6905
H -2.1569 1.4324 -3.5439
H -0.4138 -0.5464 -2.4039
H 0.6017 -0.9469 -3.8022
H -1.1394 -0.7152 -4.0009
H 1.3578 2.6854 -3.1975
H 2.1196 1.1918 -3.7004
H 2.3512 3.6406 -1.4484
H 2.7651 3.0124 0.1565
H 1.0995 3.4464 -0.1970
H 4.1003 1.7607 -1.8645
H 3.8552 0.0253 -2.1324
H 4.0782 0.6356 -0.4866
H -0.7662 0.7689 -5.7479
H 0.9690 0.7524 -5.6146
H 1.7462 4.3026 -4.7883
H 0.1189 4.3727 -4.0612
H 0.5023 5.3271 -5.4987
H -2.3347 2.5515 -6.6719
H -1.9304 4.2281 -7.0383
H -2.1705 3.7350 -5.3548
C 1.5842 0.0024 5.4661
S 3.3180 -0.3524 5.1089
C 3.1693 -1.8132 4.1376
C 2.9062 -1.8634 2.8131
S 2.5557 -0.4880 1.8001
S 3.0278 -3.4630 2.1201
C 3.3715 -4.3647 3.5566
S 3.5463 -5.9904 3.5693
S 3.5086 -3.3318 4.9325
H 1.5722 0.8377 6.1689
H 1.1039 -0.8654 5.9185
H 1.0812 0.2962 4.5483